Record 1
The following is a quantum chemistry calculation of a cluster of 9 separate species, C27H63N9O9 in total, from the Open Molecules 2025 dataset.

The geometry in ORCA input format:
```
! RIJCOSX wB97M-V def2-TZVPD def2/J DEFGRID3
* xyz 0 1
C -9.13 -12.40 13.46
C -7.71 -12.17 13.93
O -6.84 -13.01 13.79
N -7.47 -10.99 14.57
C -6.16 -10.62 15.05
H -9.65 -13.06 14.14
H -9.09 -12.82 12.46
H -9.69 -11.46 13.43
H -8.21 -10.31 14.65
H -6.26 -10.04 15.97
H -5.57 -10.07 14.31
H -5.63 -11.52 15.35
C -5.14 -14.30 16.13
C -4.58 -15.53 16.82
O -4.23 -16.52 16.20
N -4.48 -15.42 18.16
C -4.10 -16.52 19.02
H -4.89 -13.41 16.71
H -6.22 -14.42 16.04
H -4.69 -14.22 15.15
H -4.85 -14.60 18.61
H -4.63 -16.44 19.97
H -3.02 -16.56 19.18
H -4.38 -17.49 18.60
C -1.05 -16.37 16.92
C -0.01 -16.47 18.01
O 0.73 -17.43 18.09
N 0.06 -15.41 18.87
C 1.15 -15.26 19.81
H -1.68 -17.25 16.96
H -0.53 -16.43 15.97
H -1.66 -15.46 16.90
H -0.51 -14.61 18.65
H 1.59 -14.26 19.71
H 1.93 -15.97 19.56
H 0.82 -15.37 20.84
C -5.27 -15.34 22.41
C -6.11 -15.00 23.62
O -5.75 -15.25 24.76
N -7.32 -14.45 23.34
C -8.32 -14.17 24.35
H -5.65 -16.28 21.99
H -4.22 -15.42 22.67
H -5.36 -14.59 21.62
H -7.56 -14.31 22.37
H -9.22 -14.76 24.16
H -8.58 -13.12 24.37
H -7.92 -14.49 25.31
C -5.80 -19.17 21.15
C -5.59 -20.66 21.03
O -4.60 -21.13 20.50
N -6.57 -21.44 21.56
C -6.51 -22.88 21.55
H -6.51 -18.82 20.40
H -4.84 -18.68 21.01
H -6.13 -18.91 22.16
H -7.30 -21.00 22.10
H -6.91 -23.27 22.48
H -5.48 -23.21 21.43
H -7.09 -23.30 20.72
C -5.51 -11.07 20.07
C -6.39 -12.02 19.30
O -6.12 -13.22 19.25
N -7.42 -11.48 18.62
C -8.39 -12.27 17.89
H -4.48 -11.28 19.80
H -5.63 -11.22 21.14
H -5.72 -10.02 19.85
H -7.57 -10.49 18.72
H -9.37 -11.79 17.94
H -8.52 -13.24 18.36
H -8.10 -12.41 16.85
C 0.70 -16.15 11.61
C -0.55 -15.89 12.39
O -1.54 -16.59 12.27
N -0.51 -14.81 13.22
C -1.63 -14.40 14.04
H 1.52 -15.47 11.84
H 0.45 -16.08 10.55
H 1.03 -17.17 11.80
H 0.31 -14.24 13.20
H -2.30 -15.24 14.21
H -2.18 -13.58 13.58
H -1.28 -14.10 15.03
C -1.96 -19.07 14.82
C -2.68 -19.96 15.80
O -2.30 -21.11 15.98
N -3.76 -19.44 16.41
C -4.62 -20.22 17.26
H -0.90 -19.04 15.07
H -2.37 -18.07 14.71
H -2.01 -19.63 13.88
H -3.94 -18.44 16.35
H -5.52 -20.52 16.71
H -4.91 -19.65 18.15
H -4.10 -21.11 17.62
C -8.00 -16.22 19.05
C -8.75 -17.22 19.90
O -8.91 -18.37 19.55
N -9.22 -16.75 21.09
C -9.82 -17.60 22.08
H -7.51 -16.76 18.24
H -7.28 -15.64 19.62
H -8.70 -15.51 18.60
H -9.10 -15.78 21.33
H -9.50 -17.28 23.08
H -9.46 -18.62 21.95
H -10.91 -17.59 22.05
*
```

Output
Electronic energy in hartree: -2236.702477
SMILES: CNC(C)=O.CNC(C)=O.CNC(C)=O.CNC(C)=O.CNC(C)=O.CNC(C)=O.CNC(C)=O.CNC(C)=O.CNC(C)=O
HOMO-LUMO gap in Eh: 0.287
E_HOMO in eV: -8.14
F_max in eV Å⁻¹: 0.799
Energy above the lowest of the compared OMol25 structures with the same formula, charge and spin in kJ/mol: 88.8

=====

Record 2
The following is a quantum chemistry calculation of a cluster of 6 separate species, C27H64FN7O3 in total in a non-equilibrium geometry, from the Open Molecules 2025 dataset.

The geometry in ORCA input format:
```
! RIJCOSX wB97M-V def2-TZVPD def2/J DEFGRID3
* xyz 4 1
F -7.87 26.14 4.40
C -6.50 21.13 3.70
C -7.82 21.16 4.46
N -7.72 21.80 5.78
C -7.46 21.09 6.93
C -7.48 21.99 7.94
N -7.76 23.21 7.40
C -7.85 23.11 6.06
C -7.82 24.47 8.12
H -5.90 22.05 3.72
H -6.72 21.15 2.63
H -5.90 20.27 3.99
H -8.15 20.13 4.60
H -8.55 21.72 3.88
H -7.26 20.04 6.80
H -7.16 21.89 8.96
H -8.03 23.89 5.34
H -8.40 25.21 7.57
H -6.81 24.88 8.17
H -8.25 24.39 9.11
C -0.21 22.32 7.51
C -1.29 23.35 7.92
N -1.92 23.97 6.75
C -1.32 24.92 5.96
C -2.24 25.39 5.08
N -3.42 24.73 5.38
C -3.17 23.81 6.30
C -4.65 24.95 4.64
H -0.74 21.43 7.18
H 0.47 22.17 8.33
H 0.27 22.61 6.57
H -0.83 24.13 8.53
H -2.10 22.84 8.45
H -0.26 25.06 6.09
H -2.16 26.06 4.24
H -3.89 23.16 6.77
H -4.68 24.52 3.63
H -4.83 26.01 4.47
H -5.49 24.49 5.15
C -7.16 30.13 -1.35
N -6.55 29.92 0.03
C -5.06 30.10 -0.13
C -7.05 30.97 0.95
C -6.86 28.53 0.50
C -6.51 28.19 1.94
O -7.45 28.68 2.87
H -6.78 29.41 -2.06
H -6.88 31.15 -1.61
H -8.24 30.06 -1.23
H -4.63 29.89 0.84
H -4.86 31.13 -0.40
H -4.67 29.45 -0.91
H -6.52 30.82 1.90
H -8.13 30.97 0.99
H -6.65 31.96 0.72
H -6.39 27.80 -0.16
H -7.95 28.47 0.44
H -5.52 28.56 2.25
H -6.46 27.10 2.01
H -7.63 28.01 3.55
C -8.55 31.01 7.60
N -9.51 29.97 8.16
C -8.77 29.05 9.08
C -10.44 30.81 9.01
C -10.20 29.31 6.98
C -9.62 27.99 6.52
O -8.26 28.14 6.19
H -8.04 31.46 8.45
H -9.13 31.73 7.04
H -7.80 30.54 6.97
H -8.50 29.54 10.00
H -7.92 28.67 8.51
H -9.44 28.23 9.32
H -10.97 31.46 8.31
H -9.89 31.34 9.77
H -11.23 30.18 9.41
H -10.21 30.06 6.19
H -11.24 29.20 7.28
H -10.23 27.65 5.67
H -9.74 27.25 7.32
H -7.99 27.37 5.63
C -10.77 24.70 3.53
N -10.65 24.95 2.04
C -12.02 24.80 1.41
C -10.20 26.35 1.76
C -9.73 23.96 1.34
C -8.24 24.22 1.50
O -7.80 23.99 2.83
H -10.04 25.28 4.07
H -10.58 23.64 3.67
H -11.81 24.92 3.78
H -11.91 24.86 0.33
H -12.70 25.56 1.78
H -12.42 23.85 1.76
H -10.15 26.49 0.69
H -9.25 26.50 2.27
H -10.94 27.03 2.19
H -10.01 24.03 0.29
H -10.01 22.97 1.70
H -7.90 25.21 1.20
H -7.64 23.59 0.83
H -7.84 24.86 3.30
*
```

Output
Electronic energy in hartree: -1774.721550
HOMO-LUMO gap in Eh: 0.395
E_HOMO in eV: -18.98
F_max in eV Å⁻¹: 1.888
Energy above the lowest of the compared OMol25 structures with the same formula, charge and spin in kJ/mol: 0.0

=====

Record 3
The following is a quantum chemistry calculation of a cluster of 7 separate species, C27H67NO13 in total in a non-equilibrium geometry, from the Open Molecules 2025 dataset.

The geometry in ORCA input format:
```
! RIJCOSX wB97M-V def2-TZVPD def2/J DEFGRID3
* xyz -1 2
C -4.96 -1.57 24.30
O -3.98 -2.46 24.84
C -2.65 -2.31 24.43
C -1.90 -3.62 24.74
O -2.51 -4.70 23.99
C -2.01 -5.98 24.29
H -5.97 -1.92 24.53
H -4.86 -1.62 23.22
H -4.78 -0.53 24.58
H -2.27 -1.52 25.08
H -2.59 -2.03 23.38
H -1.95 -3.79 25.82
H -0.85 -3.52 24.48
H -2.09 -6.17 25.36
H -0.94 -6.02 24.10
H -2.48 -6.71 23.63
C -3.85 -9.60 24.69
O -4.71 -9.41 25.79
C -4.89 -8.11 26.28
C -5.84 -8.05 27.50
O -5.34 -8.70 28.68
C -5.33 -10.07 28.69
H -2.95 -8.99 24.71
H -4.40 -9.35 23.78
H -3.63 -10.67 24.60
H -5.35 -7.57 25.45
H -3.92 -7.66 26.50
H -6.80 -8.53 27.29
H -6.15 -7.05 27.78
H -5.21 -10.48 29.69
H -4.48 -10.45 28.12
H -6.28 -10.51 28.39
C -8.13 -7.24 21.08
O -8.61 -7.52 22.44
C -7.98 -8.80 22.84
C -8.53 -9.18 24.19
O -9.93 -9.38 24.25
C -10.41 -10.59 23.60
H -8.61 -6.29 20.83
H -8.65 -7.97 20.46
H -7.06 -7.05 20.98
H -6.90 -8.70 23.01
H -8.18 -9.66 22.20
H -8.31 -8.32 24.82
H -8.02 -10.03 24.65
H -10.54 -10.46 22.52
H -11.33 -10.93 24.07
H -9.58 -11.29 23.60
C -10.80 -6.34 24.40
O -11.74 -5.37 24.89
C -11.40 -4.80 26.12
C -12.59 -4.07 26.72
O -13.05 -3.13 25.75
C -14.13 -2.40 26.19
H -10.85 -7.23 25.02
H -9.80 -5.96 24.56
H -10.93 -6.71 23.38
H -10.53 -4.15 26.05
H -11.14 -5.60 26.81
H -12.32 -3.54 27.64
H -13.32 -4.87 26.86
H -15.04 -2.99 26.25
H -14.19 -1.48 25.60
H -13.84 -2.06 27.18
C -3.57 -1.23 28.40
O -3.57 -2.19 29.42
C -2.39 -2.98 29.39
C -2.43 -4.05 30.44
O -3.44 -4.99 30.01
C -3.53 -6.08 30.85
H -2.65 -0.67 28.28
H -4.31 -0.48 28.70
H -3.75 -1.64 27.41
H -1.54 -2.35 29.66
H -2.35 -3.51 28.44
H -2.65 -3.57 31.39
H -1.45 -4.52 30.51
H -4.02 -6.93 30.35
H -4.07 -5.85 31.77
H -2.56 -6.46 31.17
C -10.61 -1.36 23.68
O -9.57 -0.43 23.92
C -9.67 0.37 25.08
C -9.25 -0.41 26.39
O -7.81 -0.73 26.25
C -7.19 -1.43 27.24
H -11.58 -0.89 23.58
H -10.66 -2.05 24.53
H -10.38 -1.95 22.80
H -10.68 0.80 25.14
H -9.03 1.25 24.97
H -9.83 -1.33 26.52
H -9.61 0.13 27.25
H -6.18 -1.77 27.00
H -7.87 -2.26 27.43
H -7.09 -0.97 28.22
C -6.99 -4.59 23.97
C -6.80 -4.79 25.47
O -7.70 -5.24 26.14
N -5.65 -4.38 26.02
C -5.32 -4.59 27.42
H -7.64 -3.74 23.78
H -7.34 -5.51 23.50
H -6.05 -4.32 23.49
H -5.16 -3.66 25.52
H -4.70 -5.47 27.58
H -6.27 -4.69 27.94
H -4.79 -3.72 27.81
*
```

Output
Electronic energy in hartree: -2101.458891
⟨S²⟩: 0.750
HOMO-LUMO gap (spin up / spin down) in Eh: 0.054 / 0.337
E_HOMO (spin up / spin down) in eV: 0.87 / -6.83
F_max in eV Å⁻¹: 3.442
Energy above the lowest of the compared OMol25 structures with the same formula, charge and spin in kJ/mol: 0.0

=====

Record 4
The following is a quantum chemistry calculation of a cluster of 6 separate species, C27H68B2F8N4O4 in total in a non-equilibrium geometry, from the Open Molecules 2025 dataset.

The geometry in ORCA input format:
```
! RIJCOSX wB97M-V def2-TZVPD def2/J DEFGRID3
* xyz 2 1
C 10.99 15.85 15.03
C 10.39 16.14 13.67
N 9.33 15.20 13.27
C 9.88 13.79 13.16
C 8.12 15.15 14.15
C 7.02 14.07 13.93
C 9.07 15.63 11.76
C 8.57 17.04 11.50
O 9.55 18.06 11.62
C 8.97 19.27 11.19
H 11.53 14.88 15.06
H 10.31 15.84 15.88
H 11.79 16.63 15.26
H 11.11 16.05 12.82
H 9.92 17.13 13.70
H 9.89 13.39 14.11
H 10.82 13.85 12.59
H 9.27 13.19 12.52
H 7.60 16.09 14.10
H 8.60 15.12 15.19
H 6.47 14.28 14.83
H 7.45 13.07 13.88
H 6.31 14.27 13.12
H 8.32 14.90 11.41
H 10.04 15.47 11.25
H 7.78 17.33 12.26
H 8.32 17.03 10.43
H 9.70 20.11 11.34
H 7.93 19.43 11.63
H 8.87 19.20 10.08
C 16.65 10.60 6.67
C 15.58 10.29 7.71
N 14.13 10.51 7.12
C 13.86 12.00 7.00
C 13.86 9.98 5.72
C 13.95 8.45 5.58
C 13.23 9.97 8.24
C 13.53 10.46 9.68
O 14.46 9.67 10.37
C 13.89 8.59 11.13
H 16.68 9.95 5.75
H 17.54 10.42 7.30
H 16.78 11.66 6.38
H 15.69 11.06 8.56
H 15.75 9.33 8.09
H 12.80 12.22 7.10
H 14.27 12.45 6.11
H 14.32 12.51 7.84
H 14.60 10.51 5.09
H 12.90 10.36 5.44
H 13.22 7.84 6.13
H 14.94 8.08 5.90
H 13.92 8.15 4.54
H 13.22 8.93 8.21
H 12.27 10.18 7.79
H 12.56 10.49 10.17
H 13.82 11.48 9.76
H 12.92 8.95 11.49
H 14.53 8.38 11.98
H 13.83 7.69 10.55
C 12.24 18.55 8.37
C 12.90 18.85 7.10
N 14.25 18.16 7.06
C 14.01 16.61 7.29
C 14.60 18.22 5.67
C 15.91 17.55 5.33
C 15.27 18.72 8.06
C 15.77 20.12 7.78
O 14.81 21.10 7.74
C 15.26 22.41 8.00
H 12.92 18.75 9.19
H 11.80 17.54 8.56
H 11.39 19.23 8.53
H 13.10 19.89 7.06
H 12.30 18.63 6.21
H 13.15 16.31 6.62
H 13.87 16.59 8.32
H 14.91 16.12 6.94
H 14.69 19.24 5.31
H 13.87 17.68 5.06
H 16.41 17.94 4.48
H 15.82 16.44 5.19
H 16.67 17.64 6.12
H 16.03 17.96 8.07
H 14.76 18.60 9.02
H 16.35 20.22 6.84
H 16.43 20.33 8.59
H 14.33 22.92 8.39
H 15.57 22.99 7.11
H 15.98 22.35 8.81
C 14.49 16.14 12.85
C 14.59 14.68 12.96
O 14.06 13.96 13.71
N 15.56 14.19 11.96
H 15.16 14.54 11.01
H 16.34 14.82 11.94
C 16.03 12.77 11.98
H 15.30 16.56 13.45
H 13.56 16.36 13.37
H 14.57 16.55 11.87
H 16.73 12.62 11.22
H 15.20 12.19 11.76
H 16.58 12.46 12.88
B 12.43 14.30 10.19
F 12.96 14.41 8.93
F 11.07 14.12 10.08
F 13.09 13.28 10.87
F 12.51 15.46 11.02
B 16.70 14.98 9.14
F 15.60 15.77 9.92
F 16.13 13.79 8.83
F 17.13 15.65 8.01
F 17.74 14.82 10.05
*
```

Output
Electronic energy in hartree: -2437.969501
HOMO-LUMO gap in Eh: 0.395
E_HOMO in eV: -14.23
F_max in eV Å⁻¹: 3.809